Entry 1:
Density functional theory data (ωB97M-V/def2-TZVPD) for C6H5N in the gas phase.

Each line ends with the natural charge from an NBO analysis.
Cartesian coordinates (Å):
C1 0.51758 1.54557 0.10719  -0.29
C2 1.17993 0.55740 -0.45247  0.04
C3 1.08536 -0.73399 -0.72282  -0.07
N1 0.39937 -1.61777 0.23147  -0.62
C4 -0.94064 -1.15796 -0.16422  -0.08
C5 -1.36092 0.02693 0.24694  0.04
C6 -0.93042 1.24129 0.50830  -0.29
H1 0.95976 2.42257 0.57134  0.24
H2 1.24153 -1.17673 -1.70210  0.21
H3 0.59780 -1.31644 1.18238  0.38
H4 -1.38418 -1.72767 -0.97539  0.21
H5 -1.37250 1.92912 1.22365  0.24

The calculation puts the LUMO energy at -0.016 Ha. The value obtained for the HOMO-LUMO gap is 8.3 eV. The calculation puts the energy above the lowest of the compared OMol25 structures with the same formula, charge and spin at 4.423 eV. The spin multiplicity is 1.

***

Entry 2:
Density functional theory data (ωB97M-V/def2-TZVPD) for a molecular structure, C33H49BrN3OPtS2Si4.

Each line ends with the Mulliken charge.
Cartesian coordinates (Å):
Pt1 0.57382 0.56592 0.13680  2.59
N1 -0.94493 3.72982 0.98212  -0.19
C1 -0.11249 2.97654 1.69471  -0.08
S1 1.44018 2.56220 1.00256  -0.43
N2 -0.44266 2.55384 2.91030  0.01
C2 -1.67145 2.76457 3.60191  0.39
C3 -2.25773 1.67394 4.23468  -0.56
C4 -3.43952 1.85020 4.93496  -0.69
C5 -4.03459 3.10287 5.00231  -0.51
C6 -3.42958 4.18758 4.38865  -0.70
C7 -2.23815 4.02923 3.69289  -0.23
H1 -0.68563 3.93094 0.02940  0.25
H2 -1.87564 3.95590 1.29868  0.23
H3 0.19094 1.86300 3.28899  0.18
H4 -1.78910 0.70200 4.17119  0.35
H5 -3.89616 1.00385 5.42992  0.44
H6 -4.95835 3.23727 5.54742  0.42
H7 -3.86678 5.17340 4.46860  0.41
H8 -1.73519 4.89308 3.27845  0.59
Br1 0.79421 -3.95388 5.93685  -0.13
C8 0.52875 -2.63743 4.62019  -0.22
C9 -0.59976 -2.67502 3.81474  -0.52
C10 -0.73675 -1.69067 2.85053  -0.56
N3 0.15200 -0.71943 2.65430  1.11
C11 1.22870 -0.70409 3.43669  -0.41
C12 1.46563 -1.63308 4.43754  -0.90
H9 -1.34113 -3.45257 3.92517  0.54
H10 -1.59816 -1.70142 2.18972  0.24
H11 1.95151 0.08342 3.24067  0.24
H12 2.36044 -1.58052 5.04020  0.49
O1 -0.83015 -0.71698 -0.73274  -1.41
S2 -2.14063 -0.06373 -0.23650  0.20
C13 -3.37035 -1.29662 -0.55046  0.36
C14 -3.32503 -2.07459 -1.70096  -0.33
C15 -4.30789 -3.03016 -1.88375  -0.85
C16 -5.31393 -3.19293 -0.93657  -0.52
C17 -5.33977 -2.41295 0.20886  -0.75
C18 -4.35098 -1.46047 0.41584  -0.27
C19 -2.54758 1.24644 -1.37172  0.86
C20 -3.77951 1.86604 -1.19953  -0.90
C21 -4.08053 2.97560 -1.97172  -0.69
C22 -3.15886 3.44820 -2.90013  -0.71
C23 -1.93809 2.81049 -3.06251  -1.18
C24 -1.62125 1.69446 -2.29723  0.26
H13 -2.53134 -1.94468 -2.42298  0.28
H14 -4.29562 -3.65182 -2.76849  0.44
H15 -6.07793 -3.94226 -1.09138  0.40
H16 -6.11843 -2.55222 0.94571  0.43
H17 -4.33934 -0.86198 1.31850  0.56
H18 -4.49691 1.49032 -0.48002  0.48
H19 -5.03623 3.46772 -1.85430  0.44
H20 -3.39742 4.31547 -3.50010  0.42
H21 -1.22214 3.18188 -3.78272  0.51
H22 -0.66204 1.20213 -2.40209  0.20
C25 4.92704 0.73192 -3.09713  -1.13
Si1 3.60319 1.33767 -1.90018  0.81
C26 2.53981 2.62072 -2.77874  -0.84
C27 4.55851 2.14747 -0.49454  -1.14
Si2 2.20775 -0.44194 -1.18526  -0.68
Si3 1.24305 -1.63611 -2.99021  0.51
C28 2.63666 -2.18719 -4.13020  -1.15
C29 0.33191 -3.17619 -2.40840  -0.85
C30 0.07948 -0.58075 -4.03168  -0.96
Si4 3.29729 -2.00482 0.19077  0.59
C31 4.47315 -3.00533 -0.88676  -1.17
C32 4.29805 -1.10100 1.51211  -1.15
C33 2.10912 -3.21843 1.00210  -0.50
H23 5.49496 1.57005 -3.50411  0.39
H24 4.50860 0.17553 -3.93610  0.23
H25 5.63331 0.07806 -2.58036  0.27
H26 3.10750 3.52584 -2.99904  0.50
H27 1.68406 2.89606 -2.15712  0.02
H28 2.16703 2.22016 -3.72384  0.28
H29 4.95309 3.11026 -0.82379  0.40
H30 5.40752 1.51801 -0.21887  0.30
H31 3.98197 2.32106 0.41425  0.34
H32 3.42267 -2.74438 -3.62218  0.28
H33 3.09740 -1.35327 -4.65907  0.30
H34 2.19443 -2.84388 -4.88568  0.39
H35 1.03120 -3.91107 -2.00718  0.37
H36 -0.18931 -3.64664 -3.24570  0.41
H37 -0.39796 -2.94227 -1.63194  0.05
H38 0.54559 0.33704 -4.39146  0.26
H39 -0.82404 -0.31340 -3.48873  0.08
H40 -0.20671 -1.16854 -4.90947  0.58
H41 5.13620 -2.38654 -1.49276  0.29
H42 3.92985 -3.67954 -1.54925  0.27
H43 5.09514 -3.61714 -0.22780  0.41
H44 5.30123 -0.87882 1.14321  0.39
H45 4.40579 -1.74518 2.38835  0.42
H46 3.85928 -0.15297 1.82751  0.19
H47 1.75911 -3.95030 0.27295  0.39
H48 1.23033 -2.73194 1.41911  -0.25
H49 2.61624 -3.76104 1.80305  0.45

The calculation puts the LUMO energy at -0.114 Ha. The total charge is +1. The value obtained for the HOMO-LUMO gap is 7.1 eV. The calculation puts the energy above the lowest of the compared OMol25 structures with the same formula, charge and spin at 1.977 eV. The spin multiplicity is 1.

***

Entry 3:
Density functional theory data (ωB97M-V/def2-TZVPD) for 2 unconnected molecules or ions with the total composition C4H8N3.

Each line ends with the natural charge from an NBO analysis.
Cartesian coordinates (Å):
C1 -1.65143 -0.66213 0.53553  0.36
C2 0.67834 1.47635 -1.09863  0.20
C3 0.58287 -0.64159 0.99276  -0.26
C4 0.33508 -0.53495 -0.50009  -0.12
N1 1.85961 1.67114 -1.24451  -0.59
N2 -0.77759 -0.58350 1.51468  -0.51
N3 -1.06065 -0.70664 -0.63549  -0.52
H1 -2.71892 -0.68469 0.67631  0.25
H2 -0.27945 1.95974 -1.15143  0.18
H3 1.05557 -1.59459 1.26867  0.23
H4 1.20065 0.16648 1.38895  0.24
H5 0.96843 -1.06801 -1.18680  0.25
H6 2.32526 2.52547 -1.52858  0.40
H7 -0.99272 -0.56595 2.49768  0.45
H8 -1.52504 -0.75711 -1.52907  0.45

The calculation puts the LUMO energy at -0.130 Ha. The total charge is +1. The value obtained for the HOMO-LUMO gap is 8.7 eV. The calculation puts the energy above the lowest of the compared OMol25 structures with the same formula, charge and spin at 3.535 eV. The spin multiplicity is 1.